C3H11NO3 | ωB97M-V/def2-TZVPD

Values from the calculation:
HOMO in eV: -9.98
DFT total energy in hartree: -401.2463
Relative energy (zero: lowest compared OMol25 entry of this formula, charge and spin) in kcal/mol: 104.6
SMILES: C[C@@H](O)ON.CO

The geometry in ORCA input format:
```
! wB97M-V def2-TZVPD RIJCOSX def2/J DEFGRID3
* xyz 0 1
C 1.360 1.300 0.163
C 0.560 1.116 -1.091
O 1.144 1.390 -2.252
O 0.548 -0.549 -1.550
N 0.405 -1.606 -0.620
H 2.352 0.861 0.049
H 1.482 2.373 0.331
H 0.854 0.856 1.020
H -0.503 1.374 -1.029
H 1.385 0.312 -2.415
H -0.256 -2.262 -1.034
H 1.310 -2.065 -0.551
C -2.109 -0.407 1.567
O -0.746 -0.657 1.846
H -2.240 0.236 0.686
H -2.533 0.103 2.432
H -2.673 -1.334 1.403
H -0.341 -1.042 1.046
*
```

---

C3H11NO3 | ωB97M-V/def2-TZVPD

Values from the calculation:
HOMO in eV: -9.65
DFT total energy in hartree: -401.3863
Relative energy (zero: lowest compared OMol25 entry of this formula, charge and spin) in kcal/mol: 16.8
SMILES: CNC(C)=O.O.O

The geometry in ORCA input format:
```
! wB97M-V def2-TZVPD RIJCOSX def2/J DEFGRID3
* xyz 0 1
C 0.328 -1.278 -1.795
N -0.145 -0.430 -0.724
C -0.365 0.911 -0.755
C -0.160 1.664 -2.033
O -0.632 1.486 0.286
H 1.420 -1.194 -1.877
H -0.070 -0.999 -2.763
H 0.109 -2.326 -1.630
H 0.062 -0.800 0.194
H -0.062 1.015 -2.908
H -0.933 2.401 -2.153
H 0.838 2.126 -2.112
O 1.055 -2.228 1.404
H 0.375 -2.914 1.383
H 0.648 -1.559 1.971
O -0.274 0.383 2.797
H -0.424 1.325 2.647
H -0.871 0.042 2.119
*
```

---

Copy entry 2 word for word.
C3H11NO3 | ωB97M-V/def2-TZVPD

Values from the calculation:
HOMO in eV: -9.65
DFT total energy in hartree: -401.3863
Relative energy (zero: lowest compared OMol25 entry of this formula, charge and spin) in kcal/mol: 16.8
SMILES: CNC(C)=O.O.O

The geometry in ORCA input format:
```
! wB97M-V def2-TZVPD RIJCOSX def2/J DEFGRID3
* xyz 0 1
C 0.328 -1.278 -1.795
N -0.145 -0.430 -0.724
C -0.365 0.911 -0.755
C -0.160 1.664 -2.033
O -0.632 1.486 0.286
H 1.420 -1.194 -1.877
H -0.070 -0.999 -2.763
H 0.109 -2.326 -1.630
H 0.062 -0.800 0.194
H -0.062 1.015 -2.908
H -0.933 2.401 -2.153
H 0.838 2.126 -2.112
O 1.055 -2.228 1.404
H 0.375 -2.914 1.383
H 0.648 -1.559 1.971
O -0.274 0.383 2.797
H -0.424 1.325 2.647
H -0.871 0.042 2.119
*
```